# 1
DFT (wB97M-V/def2-TZVPD) results for a structure of composition C20H25I2N5NiO9P2.

XYZ file:
```
64
Properties=species:S:1:pos:R:3:forces:R:3
Ni -0.2859 0.0723 -0.4680 -0.790 -0.452 -0.255
I -6.7631 0.3160 3.3671 0.008 0.000 -0.009
C -5.1576 0.4930 2.0442 0.006 0.003 0.005
C -5.2434 1.3556 0.9615 -0.009 0.008 -0.002
C -4.1619 1.4767 0.1119 0.070 0.008 -0.006
I -4.2691 2.7484 -1.5399 -0.005 0.008 0.005
C -2.9580 0.7618 0.2934 -0.109 -0.017 0.123
O -1.9704 0.9574 -0.5237 0.323 -0.053 -0.039
C -2.9230 -0.1384 1.3848 -0.021 -0.004 -0.028
C -1.7356 -1.0388 1.5799 0.013 -0.039 -0.014
N -0.4482 -0.3332 1.4089 0.150 0.006 0.067
C -0.2510 0.7442 2.4041 0.061 -0.007 0.073
C -0.2313 2.1319 1.8200 0.024 -0.171 -0.080
C -0.5569 3.2331 2.6020 -0.064 -0.035 -0.010
C -0.4655 4.4951 2.0488 -0.016 0.035 -0.009
C -0.0697 4.6187 0.7256 -0.038 0.013 -0.030
C 0.2239 3.4679 0.0189 -0.084 0.010 0.123
N 0.1613 2.2466 0.5530 0.452 0.251 0.037
C -4.0045 -0.2474 2.2460 -0.020 0.014 0.011
H -6.1412 1.9310 0.7830 0.003 0.001 -0.001
H -1.7780 -1.4744 2.5825 -0.005 -0.029 -0.010
H -1.7423 -1.8568 0.8545 -0.014 0.014 -0.023
H 0.3218 -0.9945 1.5429 0.030 0.123 -0.028
H -1.0266 0.6760 3.1686 -0.027 0.049 -0.008
H 0.7138 0.5616 2.8822 -0.011 0.007 -0.049
H -0.8821 3.0919 3.6246 0.003 -0.006 -0.003
H -0.7125 5.3702 2.6355 0.003 0.001 0.000
H -0.0019 5.5848 0.2455 0.001 0.000 -0.004
H 0.5024 3.5150 -1.0256 0.010 0.071 0.042
H -3.9436 -0.9317 3.0841 0.002 -0.003 -0.007
C 4.8506 -0.6187 -1.1285 0.066 -0.052 0.078
C 3.5373 -0.5497 -0.3711 -0.052 -0.007 0.101
O 3.0462 0.7866 -0.4846 -0.367 0.375 -0.424
P 2.3029 -1.6921 -1.0764 -0.022 0.011 -0.033
O 2.4466 -1.5586 -2.6620 -0.024 0.090 0.038
O 2.7904 -3.1613 -0.8112 0.115 -0.183 0.087
O 0.8918 -1.4838 -0.6248 0.309 0.428 0.004
P 3.7142 -0.8670 1.4673 -0.071 -0.056 -0.045
O 4.0168 -2.4967 1.4514 -0.087 -0.104 -0.007
O 4.9079 -0.1803 1.9895 0.052 -0.012 0.019
O 2.3231 -0.6641 1.9670 0.007 0.030 0.015
H 4.7252 -0.2699 -2.1537 -0.019 -0.001 0.018
H 5.2278 -1.6415 -1.1510 0.021 -0.005 -0.011
H 5.5756 0.0076 -0.6100 -0.017 -0.006 0.004
H 2.3967 0.9619 0.2133 0.016 -0.182 0.273
H 2.1902 -2.3595 -3.1368 -0.021 0.020 0.021
H 3.2795 -3.2466 0.0433 -0.117 0.074 0.001
H 4.8372 -2.6834 1.9215 0.061 0.066 -0.052
C -2.9758 -1.1559 -4.6232 0.007 -0.009 0.006
N -1.8458 -0.3430 -4.1882 -0.053 0.006 0.044
C -1.2919 0.5987 -4.9759 0.016 0.015 -0.010
C -0.2613 1.3588 -4.5532 0.033 0.024 0.005
C 0.1824 1.1722 -3.2094 -0.280 -0.002 0.208
N -0.3887 0.2767 -2.4158 0.179 -0.100 -0.151
C -1.3790 -0.5699 -2.8852 0.132 0.037 -0.083
O -1.8369 -1.4821 -2.2368 -0.074 -0.001 0.090
N 1.1482 1.9622 -2.7218 0.313 -0.094 0.230
H -3.1839 -0.9324 -5.6666 -0.005 0.009 0.006
H -3.8488 -0.9322 -4.0124 0.005 -0.001 0.001
H -2.7365 -2.2098 -4.5064 -0.001 -0.003 -0.011
H -1.7183 0.7021 -5.9645 0.009 0.002 -0.001
H 0.1807 2.1110 -5.1866 0.007 -0.013 -0.013
H 1.6483 2.5530 -3.3628 0.022 -0.024 0.040
H 1.6078 1.7431 -1.8373 -0.104 -0.139 -0.317
```
Positions in Å, forces in eV/Å.

- Spin multiplicity: 1
- HOMO energy: -7.40 eV
- Orbital gap: 0.277 Ha


# 2
DFT (wB97M-V/def2-TZVPD) results for a structure of composition C20H25MoNO4PS2 in a non-equilibrium geometry.

XYZ file:
```
54
Properties=species:S:1:pos:R:3:forces:R:3
Mo 0.8187 1.1125 1.1440 -0.676 -0.126 -0.923
O -0.3533 -0.4257 -0.0938 0.278 0.090 0.318
C -0.8919 -1.6467 0.5224 -0.166 -0.150 0.094
C -0.7733 -1.4402 2.0141 0.092 0.177 -0.411
O -1.1689 -1.7645 3.0257 0.072 -0.110 0.151
O 0.5441 -0.2944 2.1190 -0.041 0.215 0.640
C -2.3419 -1.7849 0.0900 0.107 -0.028 -0.083
C -3.4343 -1.7130 0.9425 -0.042 0.092 0.017
C -4.7166 -1.8527 0.4227 0.003 0.006 -0.010
C -4.9076 -2.0509 -0.9356 -0.007 0.003 0.024
C -3.8132 -2.1238 -1.7894 0.016 -0.005 -0.009
C -2.5335 -2.0004 -1.2782 -0.006 -0.010 -0.019
C -0.0188 -2.8632 0.2394 0.036 0.041 -0.026
C 1.3653 -2.7349 0.1242 -0.011 0.009 -0.016
C 2.1463 -3.8605 -0.0760 0.013 0.013 -0.010
C 1.5541 -5.1153 -0.1451 -0.007 -0.010 0.012
C 0.1791 -5.2450 -0.0139 0.001 0.005 0.002
C -0.6111 -4.1234 0.1844 -0.013 0.004 0.005
H -0.7167 -0.4134 -0.9956 0.004 0.259 -0.004
H -3.3227 -1.5650 2.0079 0.008 -0.030 0.003
H -5.5671 -1.8136 1.0894 0.002 0.006 0.002
H -5.9082 -2.1604 -1.3312 0.000 -0.015 0.009
H -3.9564 -2.3078 -2.8455 -0.004 0.027 0.000
H -1.6822 -2.1245 -1.9429 -0.001 -0.039 0.010
H 1.8383 -1.7626 0.1816 0.009 -0.007 0.025
H 3.2200 -3.7661 -0.1683 0.001 0.004 0.009
H 2.1672 -5.9942 -0.2925 -0.001 0.003 -0.008
H -0.2826 -6.2214 -0.0663 0.000 0.001 0.013
H -1.6818 -4.2343 0.2916 0.000 0.000 -0.001
C -0.8996 4.2272 3.4308 -0.039 0.096 0.002
P -0.4448 4.3255 1.7173 0.015 -0.200 -0.044
C -1.8405 4.6867 0.6818 -0.011 0.069 0.056
C 0.8810 5.4773 1.4612 -0.044 0.057 0.019
O 0.0969 2.8814 1.2707 0.288 -0.404 0.156
H -1.4271 5.1441 3.7064 0.022 0.008 0.015
H -0.0119 4.1353 4.0577 0.001 -0.027 -0.002
H -1.5689 3.3828 3.5983 -0.009 0.001 -0.008
H -2.1885 5.6982 0.9065 -0.009 -0.004 -0.008
H -2.6526 3.9865 0.8793 0.007 -0.008 -0.001
H -1.5500 4.6406 -0.3679 0.003 0.005 0.000
H 0.5791 6.4514 1.8551 -0.001 0.004 -0.013
H 1.0952 5.5797 0.3974 0.008 -0.010 0.000
H 1.7723 5.1488 1.9968 -0.001 0.003 0.009
S 3.0782 1.1973 0.4843 0.039 -0.071 -0.035
C 3.3069 0.8323 -1.2118 0.049 0.043 0.063
N 4.4783 1.0245 -1.7420 0.043 -0.104 -0.026
C 4.6076 0.7848 -3.1928 -0.010 0.027 0.036
C 3.3915 -0.0528 -3.5995 -0.001 0.004 0.006
S 2.1388 0.2012 -2.2836 -0.021 0.054 -0.020
H 5.2608 1.3727 -1.1974 -0.004 0.032 -0.014
H 5.5399 0.2596 -3.3879 0.002 0.001 -0.016
H 4.6322 1.7510 -3.6967 -0.005 0.008 0.001
H 3.6048 -1.1180 -3.6417 0.008 -0.002 0.012
H 2.9697 0.2722 -4.5466 0.003 -0.010 -0.004
```
Positions in Å, forces in eV/Å.

- Spin multiplicity: 3
- Expectation value of S²: 2.0109
- HOMO energy (spin up / spin down): -16.83 / -16.85 eV
- Orbital gap (spin up / spin down): 0.213 / 0.222 Ha
- Net charge: +3


# 3
DFT (wB97M-V/def2-TZVPD) results for the molecule C20H25N3O2 in a non-equilibrium geometry.

XYZ file:
```
50
Properties=species:S:1:pos:R:3:forces:R:3
C 4.8134 3.1445 5.2912 6.479 -1.343 -2.986
O 4.8382 3.1473 3.7831 -1.111 0.642 2.294
C 3.6062 3.2961 3.1761 3.906 0.460 -0.679
C 2.3942 3.2892 3.6866 0.071 -1.851 9.679
C 1.1858 3.2642 3.1793 -4.745 0.305 -1.355
C 1.1227 3.4396 1.8860 10.547 -0.008 -3.742
C 0.1251 3.3380 1.0645 -14.150 1.907 -4.087
O -1.1213 3.8097 1.4248 4.992 -1.702 0.172
N 0.0115 2.8426 -0.1953 2.743 -0.666 -0.176
C -1.2619 2.8686 -0.9435 5.753 -1.939 -6.587
C -1.6678 1.4628 -1.4170 -0.604 2.686 16.191
C -1.8969 0.5479 -0.2874 -0.195 -1.893 -5.703
C -2.0609 -0.9724 -0.6660 -0.115 9.286 15.500
C -2.1443 -1.3572 -1.7910 2.257 -3.917 -18.648
N -2.1686 -2.7271 -2.3235 -9.032 6.829 16.334
C -3.0237 -3.6120 -1.2885 1.951 9.118 1.428
C -2.0273 -4.2928 -0.6668 7.208 -7.944 8.219
N -0.7251 -4.8424 -1.4911 -4.468 3.332 1.175
C 0.2997 -3.8156 -1.1870 1.365 -3.480 -7.930
C -1.2990 -4.7557 -2.8631 -6.143 7.243 7.466
C -1.8686 -3.2112 -3.3859 7.592 -6.944 -6.179
C -1.7220 -0.3853 -2.9888 -0.417 2.335 16.309
C -1.4921 0.8826 -2.4566 1.871 -4.811 -17.851
C 2.5909 3.4795 1.0499 -2.959 -0.422 17.078
C 3.7606 3.4972 1.8170 -7.983 -0.794 0.025
H 4.2834 3.9102 5.6623 -2.161 2.486 1.338
H 4.5844 2.1601 5.5275 -0.992 -1.486 1.037
H 6.0194 3.2691 5.6519 -3.428 -0.148 -1.245
H 2.1800 3.0562 4.8558 1.721 0.630 -2.300
H 0.1554 3.0880 3.5836 1.438 0.292 0.673
H 0.9147 2.5382 -0.7033 -2.446 0.483 0.950
H -0.9193 3.4162 -1.9637 -1.313 -0.739 2.133
H -2.1081 3.2131 -0.5999 -3.392 2.833 2.784
H -1.9184 0.9863 0.6629 -0.129 -0.164 1.605
H -2.3225 -1.3889 0.2882 0.158 -1.381 -0.100
H -3.7532 -3.0019 -0.4498 2.555 -0.626 -2.164
H -3.7573 -4.1622 -1.5034 -5.401 -4.568 -3.871
H -2.3364 -5.3925 -0.2354 -0.148 2.516 -0.980
H -1.4389 -3.9514 0.4785 -2.067 -0.050 -3.539
H 0.0872 -2.8063 -1.3610 -0.392 1.430 -0.172
H 1.2012 -4.2469 -2.0320 -2.110 1.884 1.893
H 0.8309 -4.0361 -0.3927 1.828 -0.874 4.601
H -1.9836 -5.4563 -3.0874 -3.345 -2.328 0.338
H -0.6382 -5.0623 -3.3233 12.046 -4.431 -9.109
H -1.0102 -2.6552 -3.7119 0.590 -0.033 -1.451
H -2.4743 -3.6288 -4.0632 -3.123 -0.258 -3.374
H -1.8693 -0.7781 -3.7865 -1.037 -3.576 -10.199
H -1.2415 1.4703 -3.4040 0.062 0.341 1.255
H 2.6717 3.5158 0.1768 0.537 0.861 -13.440
H 4.5745 3.6057 1.3231 5.738 0.479 -2.610
```
Positions in Å, forces in eV/Å.

- Spin multiplicity: 1
- HOMO energy: -7.41 eV
- SMILES: COc1ccc(C(=O)NCc2ccc(N3CCN(C)CC3)cc2)cc1
- Orbital gap: 0.277 Ha


# 4
DFT (wB97M-V/def2-TZVPD) results for the molecule C20H25N3O4S in a non-equilibrium geometry.

XYZ file:
```
53
Properties=species:S:1:pos:R:3:forces:R:3
C -3.5949 -3.5690 -0.4502 0.040 0.224 -0.163
C -2.8802 -2.3097 -0.9265 0.156 -0.084 0.138
C -1.9421 -1.7157 0.1241 -0.289 0.075 -0.053
C -2.6810 -1.2000 1.3576 0.392 -0.069 -0.026
C -1.7649 -0.4526 2.3247 -0.527 -0.575 0.341
N -1.1184 0.7027 1.7148 -0.906 0.665 0.095
C 0.2147 0.5838 1.3708 0.640 0.261 -0.334
O 0.8144 -0.4651 1.5340 -0.114 -0.191 0.110
N 0.7748 1.7025 0.8365 0.159 0.421 -0.083
C 2.0893 1.8918 0.3262 -0.442 -0.194 0.091
O 2.3523 2.9653 -0.1603 0.129 0.275 -0.082
N 2.8811 0.8096 0.4362 0.030 -0.658 0.262
C 4.2157 0.6620 0.0396 0.402 0.156 -0.206
C 4.9264 1.6910 -0.5681 -0.088 0.169 -0.028
C 6.2443 1.5009 -0.9413 0.059 -0.128 0.024
C 6.8632 0.2856 -0.7127 0.117 0.033 -0.052
C 6.1545 -0.7383 -0.1077 -0.034 0.087 -0.021
C 4.8328 -0.5755 0.2769 -0.020 0.029 -0.006
C 4.0906 -1.7027 0.9336 0.046 0.078 -0.042
S -2.1546 2.0069 1.3795 0.176 0.017 -0.171
O -3.2475 1.9152 2.2925 -0.038 -0.303 -0.173
O -1.3733 3.2107 1.3770 0.057 -0.057 -0.179
C -2.7387 1.6993 -0.2853 0.041 0.089 0.545
C -4.0939 1.5164 -0.4836 -0.134 0.028 0.128
C -4.5644 1.2745 -1.7641 0.039 0.027 0.008
C -3.6751 1.2183 -2.8258 -0.054 -0.003 0.015
C -2.3193 1.4157 -2.6155 0.079 0.008 0.098
C -1.8436 1.6627 -1.3373 0.134 0.046 -0.146
H -2.8742 -4.3080 -0.1081 0.056 -0.136 0.067
H -4.2766 -3.3466 0.3660 -0.103 -0.054 0.118
H -4.1715 -4.0043 -1.2629 -0.091 -0.106 -0.012
H -2.2937 -2.5511 -1.8158 -0.039 0.060 -0.065
H -3.6182 -1.5565 -1.2143 0.012 0.050 -0.081
H -1.2105 -2.4655 0.4309 0.115 -0.007 -0.008
H -1.3918 -0.8906 -0.3352 0.080 -0.050 0.019
H -3.1159 -2.0369 1.9050 -0.117 0.030 0.042
H -3.4934 -0.5383 1.0529 -0.127 -0.122 0.033
H -0.9696 -1.1114 2.6788 -0.121 0.191 -0.020
H -2.3444 -0.0828 3.1720 0.132 -0.168 0.008
H 0.2252 2.5622 0.8721 0.345 -0.162 -0.051
H 2.4511 0.0001 0.8816 -0.068 0.268 -0.066
H 4.4402 2.6360 -0.7418 -0.013 0.025 -0.005
H 6.7857 2.3081 -1.4112 0.035 0.077 -0.039
H 7.8921 0.1325 -1.0016 0.088 -0.014 -0.024
H 6.6387 -1.6878 0.0719 0.011 -0.098 0.031
H 3.2125 -1.9879 0.3540 -0.114 -0.072 0.013
H 4.7355 -2.5733 1.0227 -0.012 -0.045 0.019
H 3.7572 -1.4239 1.9333 -0.088 -0.043 0.096
H -4.7559 1.5711 0.3664 -0.136 -0.038 0.046
H -5.6207 1.1301 -1.9311 -0.087 -0.006 0.001
H -4.0405 1.0250 -3.8229 -0.031 -0.016 -0.087
H -1.6305 1.3807 -3.4452 0.072 0.004 -0.061
H -0.7933 1.8329 -1.1628 0.151 0.006 -0.063
```
Positions in Å, forces in eV/Å.

- Spin multiplicity: 1
- HOMO energy: -8.32 eV
- SMILES: CCCCCN(C(=O)NC(=O)Nc1ccccc1C)S(=O)(=O)c1ccccc1
- Orbital gap: 0.311 Ha


The calculation returns the following E values, one per record and in order: -4514.80453; -2337.81973; -1091.02827; -1640.60071 Eh.